Entry 1:
C24H31F6N7O8ReS3Si2 as an isolated structure, computed with the ωB97M-V functional and the def2-TZVPD basis.

```
! RIJCOSX wB97M-V def2-TZVPD def2/J DEFGRID3
* xyz 0 2
Re -0.0323 -0.1162 -0.0768
C -0.5723 -4.6236 -1.4820
Si 0.2268 -3.5692 -0.1240
C 1.9164 -4.2715 0.3777
C -0.8260 -3.4764 1.4144
N 0.5930 -1.9389 -0.8349
C 1.4448 -1.8797 -1.8719
C 1.9683 -2.9766 -2.5947
C 2.9024 -2.7855 -3.5748
C 3.3443 -1.4882 -3.8948
C 2.8297 -0.3978 -3.2483
C 1.8653 -0.5561 -2.2286
N 1.3002 0.4286 -1.4972
Si 1.9223 2.1262 -1.7433
C 1.5649 2.5341 -3.5643
C 3.7399 1.9610 -1.2137
C 1.2884 3.6004 -0.7685
H -1.3809 -5.2143 -1.0488
H 0.1223 -5.3164 -1.9591
H -1.0224 -3.9957 -2.2494
H 1.8319 -5.3312 0.6261
H 2.2810 -3.7376 1.2559
H 2.6681 -4.1696 -0.4041
H -0.8226 -4.4369 1.9323
H -1.8556 -3.2451 1.1705
H -0.4431 -2.7264 2.1027
H 1.6121 -3.9718 -2.3778
H 3.3057 -3.6335 -4.1115
H 4.0920 -1.3538 -4.6647
H 3.1589 0.5904 -3.5227
H 2.3454 2.2456 -4.2673
H 1.4099 3.6085 -3.6727
H 0.6448 2.0321 -3.8658
H 4.2572 1.1297 -1.6899
H 3.7671 1.7925 -0.1342
H 4.2984 2.8734 -1.4280
H 0.3341 3.9499 -1.1589
H 2.0000 4.4219 -0.8741
H 1.1487 3.4051 0.2885
F -5.5580 -1.4312 -1.7799
C -4.4751 -0.6773 -1.7046
F -4.7904 0.4673 -1.0973
F -4.0600 -0.3959 -2.9426
S -3.0870 -1.4761 -0.7588
O -2.0344 -0.4659 -0.9755
O -2.8625 -2.7269 -1.4026
N -3.6733 -1.5864 0.6601
S -3.0058 -0.8956 1.9298
O -1.6318 -0.5469 1.5599
O -3.0957 -1.6876 3.1093
C -4.4649 0.2819 2.2614
F -5.4991 -0.5703 2.0868
F -4.6643 1.2837 1.4335
F -4.5193 0.6776 3.5156
N 3.1784 0.3975 5.7822
C 2.2513 0.8288 4.8681
C 2.6086 1.7262 3.8528
C 1.6618 2.1875 2.9675
C 0.3378 1.7769 3.0840
C -0.0414 0.9321 4.1192
C 0.9094 0.4449 4.9888
S -0.8772 2.4610 2.0047
O -0.5176 3.8412 1.8500
O -2.1630 2.1862 2.5729
N -0.6697 1.7593 0.4652
C -1.5174 2.2632 -0.4902
N -1.2481 1.9010 -1.7584
C -2.0889 2.2922 -2.6999
C -3.1825 3.0998 -2.4377
C -3.3276 3.4912 -1.1156
N -2.5119 3.0839 -0.1580
H 4.1520 0.5050 5.5620
H 2.9393 -0.3929 6.3534
H 3.6414 2.0392 3.7611
H 1.9372 2.8798 2.1823
H -1.0780 0.6611 4.2319
H 0.6225 -0.2358 5.7809
H -1.8703 1.9492 -3.7065
H -3.8775 3.3918 -3.2097
H -4.1270 4.1489 -0.7906
O 1.3736 -0.1551 1.1561
O 1.6773 -1.2017 1.8672
*
```

The expectation value of S² is 1.16. The value obtained for the energy relative to the best compared isomer or geometry (same formula, charge and spin) is 67.56 kcal/mol. The value obtained for the largest force on an atom is 1.989 eV Å⁻¹. As for the HOMO energy (spin up / spin down): -8.11 / -8.32 eV. The molar mass comes out at 998.12 g/mol.

Here are the Mulliken charges for atoms 1 to 2, given in e: 1.533, -1.569


Entry 2:
A 2-piece molecular cluster, C4H11N2 overall, computed with the ωB97M-V functional and the def2-TZVPD basis.

```
! RIJCOSX wB97M-V def2-TZVPD def2/J DEFGRID3
* xyz 1 3
C 2.2583 0.1360 -1.4614
C 0.3303 -1.1473 -0.8309
C 1.0347 0.0658 -0.8098
C 0.6185 1.2480 0.0507
N -0.5296 -1.4694 0.0979
N -2.2408 0.0320 1.4924
H 2.4120 -0.6733 -2.1980
H 2.8929 1.0804 -1.5659
H 0.7821 -1.9798 -1.4111
H 0.8649 2.1757 -0.5531
H 1.1398 1.3200 0.9760
H -0.3686 1.3561 0.2049
H -0.9587 -0.7020 0.6430
H -0.7830 -2.3897 0.2293
H -3.1835 -0.2859 1.6448
H -2.3560 0.8587 1.0290
H -1.9134 0.3747 2.4623
*
```

The expectation value of S² is 2.01. The value obtained for the energy relative to the best compared isomer or geometry (same formula, charge and spin) is 0.00 kcal/mol. The value obtained for the largest force on an atom is 5.217 eV Å⁻¹. As for the HOMO energy (spin up / spin down): -11.67 / -15.24 eV. The molar mass comes out at 87.15 g/mol.

Here are the Mulliken charges for atoms 1 to 2, given in e: -1.004, -0.245


Entry 3:
C12H36N3O6Pb as an isolated structure, computed with the ωB97M-V functional and the def2-TZVPD basis.

```
! RIJCOSX wB97M-V def2-TZVPD def2/J DEFGRID3
* xyz -1 1
Pb 17.0489 17.1937 -9.5796
O 19.9260 20.3782 -9.7982
H 20.8995 20.3902 -9.8803
O 17.9868 18.3169 -5.8365
H 17.9074 17.7795 -5.0244
O 15.2343 21.0327 -8.6255
H 14.2749 20.8589 -8.6874
C 10.7929 16.1409 -11.4203
C 12.0657 16.3689 -10.5196
C 12.1119 15.6869 -9.1525
O 13.2183 16.2672 -8.3844
C 12.6807 16.7096 -7.1272
N 13.3851 16.0704 -11.2257
H 10.4523 15.1177 -11.2616
H 11.0748 16.2451 -12.4680
H 10.0010 16.8202 -11.1048
H 12.1045 17.4430 -10.3379
H 12.1484 14.6020 -9.2520
H 11.1206 15.8191 -8.7189
H 12.0313 17.5240 -7.4482
H 13.4696 17.1096 -6.4901
H 12.1796 15.9286 -6.5554
H 13.3625 15.0998 -11.5042
H 13.3670 16.6355 -12.0627
C 16.9792 21.6223 -15.0004
C 16.2960 20.3097 -14.8100
C 15.8571 19.6442 -16.0831
O 14.9168 18.5603 -15.9341
C 14.5454 17.6636 -17.0273
N 17.2331 19.3338 -14.1591
H 17.8556 21.5182 -15.6401
H 17.2280 22.0705 -14.0385
H 16.3623 22.3482 -15.5302
H 15.4592 20.5590 -14.1575
H 16.7151 19.1481 -16.5365
H 15.3390 20.3240 -16.7595
H 15.4353 17.5702 -17.6497
H 13.6899 18.0854 -17.5547
H 14.3417 16.6975 -16.5653
H 17.6743 19.8671 -13.4236
H 17.9531 19.0991 -14.8273
C 20.9028 14.6355 -8.9505
C 20.1047 13.5233 -9.6244
C 19.0996 12.7681 -8.7957
O 18.1498 13.6013 -8.1604
C 17.1308 12.6822 -7.5633
N 19.3737 14.1795 -10.7203
H 21.7510 14.2730 -8.3698
H 20.3164 15.3164 -8.3336
H 21.4467 15.2995 -9.6224
H 20.8036 12.9169 -10.2005
H 19.7618 12.2767 -8.0829
H 18.5560 12.0831 -9.4463
H 17.5422 11.7511 -7.1734
H 16.4024 12.3883 -8.3191
H 16.6460 13.1648 -6.7147
H 18.8366 13.4608 -11.1841
H 19.9853 14.5233 -11.4468
*
```

The value obtained for the energy relative to the best compared isomer or geometry (same formula, charge and spin) is 243.68 kcal/mol. The value obtained for the largest force on an atom is 2.993 eV Å⁻¹. As for the HOMO energy: -3.38 eV. The molar mass comes out at 525.64 g/mol.

Here are the Mulliken charges for atoms 1 to 2, given in e: 0.930, -0.837


Entry 4:
One molecule with the formula C3H9NOSi2, computed with the ωB97M-V functional and the def2-TZVPD basis.

```
! RIJCOSX wB97M-V def2-TZVPD def2/J DEFGRID3
* xyz 0 1
C 0.4085 -1.5311 -1.1354
C -0.3001 -0.7652 0.8972
C -0.7869 -1.1967 -0.4439
N 1.1124 -0.9141 0.7641
O 1.0400 -1.9893 -2.0177
Si -1.6851 0.3506 -1.4067
Si 2.3915 0.1610 0.8036
H -0.6511 0.3394 1.1868
H -0.6849 -1.4084 1.6475
H -1.5794 -2.0461 -0.3989
H -2.9688 -0.2959 -0.8306
H -1.6259 0.1664 -2.8263
H -1.0169 1.4483 -0.9214
H 2.7201 0.2544 -0.5895
H 3.5647 -0.4039 1.4461
H 2.4069 1.4157 1.6271
*
```

The value obtained for the energy relative to the best compared isomer or geometry (same formula, charge and spin) is 65.69 kcal/mol. The value obtained for the largest force on an atom is 4.679 eV Å⁻¹. As for the HOMO energy (spin up / spin down): -8.14 / -8.14 eV. The molar mass comes out at 131.28 g/mol.

Here are the Mulliken charges for atoms 1 to 2, given in e: 0.113, -0.675


Entry 5:
A 2-piece molecular cluster, C3H12N2 overall, computed with the ωB97M-V functional and the def2-TZVPD basis.

```
! RIJCOSX wB97M-V def2-TZVPD def2/J DEFGRID3
* xyz 0 1
C 0.7553 -1.7227 -0.5108
N -0.5378 -1.6965 0.1521
C -1.5925 -0.9255 -0.5232
H 1.3893 -0.8263 -0.3984
H 0.6821 -1.7610 -1.6018
H 1.3244 -2.5685 -0.1250
H -0.3889 -1.3211 1.0799
H -1.5702 -1.2621 -1.5618
H -2.5146 -1.1797 0.0044
H -1.5155 0.1582 -0.5244
C 0.6225 2.1088 -0.2350
N 0.6289 2.0027 1.2345
H -0.1282 2.8471 -0.5262
H 1.5545 2.4513 -0.6805
H 0.3365 1.1598 -0.6807
H 0.0767 1.1961 1.4553
H 1.5248 1.8985 1.6609
*
```

The value obtained for the energy relative to the best compared isomer or geometry (same formula, charge and spin) is 18.66 kcal/mol. The value obtained for the largest force on an atom is 0.935 eV Å⁻¹. As for the HOMO energy: -8.88 eV. The molar mass comes out at 76.14 g/mol.

Here are the Mulliken charges for atoms 1 to 2, given in e: -0.766, -0.355


Entry 6:
An isolated ion of composition C10H14N5 and charge +1, computed with the ωB97M-V functional and the def2-TZVPD basis.

```
! RIJCOSX wB97M-V def2-TZVPD def2/J DEFGRID3
* xyz 1 1
C 3.7198 -1.0858 0.6353
C 2.5316 -0.4467 1.2286
C 2.7225 0.8548 1.8972
C 1.3421 -1.1235 1.1831
C -0.0187 -0.6236 1.4595
N -0.6845 0.0611 0.3491
C -0.0927 1.1067 -0.3460
N -0.5377 1.6970 -1.4928
C -1.6754 1.2787 -1.8673
N -2.0918 1.7492 -3.0909
C -2.4297 0.3704 -1.1827
N -3.6659 -0.2614 -1.4282
C -3.8781 -1.2376 -0.4860
N -2.8241 -1.2696 0.2975
C -1.8960 -0.3049 -0.0823
H 3.9154 -2.1468 1.0530
H 4.5682 -0.4685 0.8533
H 3.5799 -0.9899 -0.3860
H 3.4877 1.4720 1.5343
H 2.9016 0.6630 2.9451
H 1.8491 1.5709 1.8607
H 1.4681 -2.1553 0.7985
H -0.6916 -1.4748 1.6343
H 0.0378 -0.0949 2.3575
H 0.8832 1.3413 0.1396
H -1.3433 2.4530 -3.3096
H -2.1926 1.0493 -3.7746
H -4.3096 0.0587 -2.1839
H -4.6754 -2.0425 -0.5961
*
```

The value obtained for the energy relative to the best compared isomer or geometry (same formula, charge and spin) is 31.12 kcal/mol. The value obtained for the largest force on an atom is 6.388 eV Å⁻¹. As for the HOMO energy: -12.43 eV. The molar mass comes out at 204.26 g/mol.

Here are the Mulliken charges for atoms 1 to 2, given in e: -1.556, 1.122